No. 1
Here is C3HNaO2 as an isolated structure from the OMol25 dataset. Energies are from ωB97M-V with the def2-TZVPD basis set.

Last column: Mulliken charge in e.
Geometry (Å):
C  0.44  0.37  0.33  -0.385
O  -0.86  -1.12  -0.74  -0.162
Na  1.47  2.66  1.09  0.922
O  1.17  -0.62  -0.43  -0.133
C  -0.82  -0.07  0.20  -0.380
C  0.38  -1.47  -1.05  -0.203
H  -1.78  0.24  0.61  0.340

ΔE to the lowest compared entry with this formula, charge and spin (eV): 1.2870
Molar mass (g mol⁻¹): 92.03
Max |F| (eV Å⁻¹): 1.1
LUMO energy (eV): -1.45
Charge: 0



No. 2
Here is an isolated ion of composition C3HO2 and charge -1 from the OMol25 dataset. Energies are from ωB97M-V with the def2-TZVPD basis set.

Last column: Mulliken charge in e.
Geometry (Å):
C  1.58  0.85  -0.07  0.113
O  2.06  2.05  0.00  -0.651
H  -0.52  0.27  0.06  0.380
C  1.56  -0.97  0.05  0.237
C  0.54  0.00  0.05  -0.532
O  2.07  -2.06  -0.02  -0.546

ΔE to the lowest compared entry with this formula, charge and spin (eV): 1.4376
Molar mass (g mol⁻¹): 69.04
Max |F| (eV Å⁻¹): 4.3
LUMO energy (eV): 4.50
Charge: -1



No. 3
Here is C3HO2Tl as an isolated structure from the OMol25 dataset. Energies are from ωB97M-V with the def2-TZVPD basis set.

Last column: Mulliken charge in e.
Geometry (Å):
C  1.00  0.04  0.08  0.360
O  1.52  1.12  -0.12  -0.346
O  1.66  -1.07  0.21  -0.397
Tl  -4.53  0.52  -0.53  0.914
H  2.45  -1.02  0.77  0.395
C  -0.42  0.12  -0.16  -0.134
C  -1.68  0.28  -0.24  0.208

ΔE to the lowest compared entry with this formula, charge and spin (eV): 0.9608
Molar mass (g mol⁻¹): 273.42
Max |F| (eV Å⁻¹): 2.1
2S+1: 2
LUMO energy (spin up / spin down) (eV): -4.82 / -7.71
Charge: +1



No. 4
Here is C3HO2Tl as an isolated structure from the OMol25 dataset. Energies are from ωB97M-V with the def2-TZVPD basis set.

Last column: Mulliken charge in e.
Geometry (Å):
O  1.65  -0.03  0.37  -0.265
Tl  3.39  0.12  -0.26  1.639
C  -1.85  -0.54  -0.13  0.406
C  0.46  0.23  0.25  0.985
C  -0.71  -0.62  0.36  -0.080
H  -2.91  -0.45  -0.33  0.461
O  -0.04  1.29  -0.26  -0.147

ΔE to the lowest compared entry with this formula, charge and spin (eV): 2.1071
Molar mass (g mol⁻¹): 273.42
Max |F| (eV Å⁻¹): 8.2
2S+1: 2
LUMO energy (spin up / spin down) (eV): -21.89 / -21.80
Charge: +3



No. 5
Here is a 2-piece molecular cluster, C3HO3 overall from the OMol25 dataset. Energies are from ωB97M-V with the def2-TZVPD basis set.

Last column: Mulliken charge in e.
Geometry (Å):
H  2.00  0.53  2.79  0.262
C  -1.54  -0.06  -1.34  0.775
O  -2.32  -0.96  -0.94  -0.345
O  -0.52  -0.82  -1.12  -0.175
O  -1.63  1.07  -1.80  -0.563
C  2.14  0.35  1.74  -0.382
C  1.87  -0.11  0.68  -0.573

ΔE to the lowest compared entry with this formula, charge and spin (eV): 7.5551
Molar mass (g mol⁻¹): 85.04
Max |F| (eV Å⁻¹): 4.0
LUMO energy (spin up / spin down) (eV): 0.94 / -0.30
Charge: -1



No. 6
Here is an isolated ion of composition C3HO3 and charge -1 from the OMol25 dataset. Energies are from ωB97M-V with the def2-TZVPD basis set.

Last column: Mulliken charge in e.
Geometry (Å):
O  -2.40  -0.27  -0.24  -0.572
C  -0.02  0.06  0.70  -0.755
C  1.14  -0.34  0.00  0.275
O  -0.66  1.35  0.15  -0.369
C  -1.32  0.15  0.03  0.771
O  1.69  -1.43  0.07  -0.564
H  1.56  0.49  -0.71  0.215

ΔE to the lowest compared entry with this formula, charge and spin (eV): 2.1379
Molar mass (g mol⁻¹): 85.04
Max |F| (eV Å⁻¹): 4.1
LUMO energy (eV): 4.35
Charge: -1



No. 7
Here is C3LiO6Tb as an isolated structure from the OMol25 dataset. Energies are from ωB97M-V with the def2-TZVPD basis set.

Last column: Mulliken charge in e.
Geometry (Å):
O  3.15  -0.53  0.77  -0.413
Tb  0.15  1.86  -0.95  2.070
Li  -0.67  -2.36  -1.06  0.882
O  -0.10  -0.36  -0.58  -0.846
O  -2.03  1.90  0.06  -0.566
C  0.90  -0.94  0.02  1.053
C  2.14  -0.03  0.30  0.549
C  -2.80  1.13  0.52  0.847
O  1.96  1.19  -0.05  -0.710
O  -3.55  0.28  0.74  -0.166
O  0.87  -2.15  0.24  -0.701

Molar mass (g mol⁻¹): 297.89
Max |F| (eV Å⁻¹): 5.4
2S+1: 7
LUMO energy (spin up / spin down) (eV): -10.22 / -9.98
Charge: +2



No. 8
Here is C3LiO6Tl as an isolated structure from the OMol25 dataset. Energies are from ωB97M-V with the def2-TZVPD basis set.

Last column: Mulliken charge in e.
Geometry (Å):
O  0.62  0.92  -0.41  -0.864
O  -1.48  1.57  -0.15  -0.819
C  1.58  -0.46  -1.64  0.775
O  0.74  -1.20  -2.05  -0.443
O  2.74  -0.21  -1.63  -0.398
O  0.23  -1.05  1.50  -0.427
C  -0.76  -0.36  1.09  0.872
Tl  -1.07  -2.10  2.60  0.911
Li  -0.14  2.70  -1.01  0.915
O  -1.92  -0.60  1.56  -0.462
C  -0.56  0.77  0.14  0.940

ΔE to the lowest compared entry with this formula, charge and spin (eV): 0.0000
Molar mass (g mol⁻¹): 343.35
Max |F| (eV Å⁻¹): 7.5
2S+1: 2
LUMO energy (spin up / spin down) (eV): -5.61 / -8.80
Charge: +1



No. 9
Here is a 2-piece molecular cluster, C3N2O overall from the OMol25 dataset. Energies are from ωB97M-V with the def2-TZVPD basis set.

Last column: Mulliken charge in e.
Geometry (Å):
N  2.50  0.21  -0.25  -0.262
C  -1.31  -0.04  1.77  0.131
C  1.40  0.26  -0.55  0.339
C  0.11  0.29  -1.16  0.210
N  -0.89  0.33  -1.73  -0.277
O  -1.81  -1.05  1.92  -0.140

ΔE to the lowest compared entry with this formula, charge and spin (eV): 0.0000
Molar mass (g mol⁻¹): 80.05
Max |F| (eV Å⁻¹): 2.9
LUMO energy (eV): -0.15
Charge: 0



No. 10
Here is a 2-piece molecular cluster, C3N2O overall from the OMol25 dataset. Energies are from ωB97M-V with the def2-TZVPD basis set.

Last column: Mulliken charge in e.
Geometry (Å):
O  1.52  1.68  0.36  -0.169
C  0.79  1.56  -0.53  0.133
C  -0.03  -1.26  0.11  0.303
N  -1.92  0.45  -0.11  -0.303
N  0.70  -2.13  0.27  -0.278
C  -1.05  -0.30  -0.09  0.313

ΔE to the lowest compared entry with this formula, charge and spin (eV): 0.2165
Molar mass (g mol⁻¹): 80.05
Max |F| (eV Å⁻¹): 4.2
LUMO energy (eV): -0.43
Charge: 0



No. 11
Here is an isolated ion of composition C3NO4S and charge -1 from the OMol25 dataset. Energies are from ωB97M-V with the def2-TZVPD basis set.

Last column: Mulliken charge in e.
Geometry (Å):
O  1.88  0.42  -1.13  -0.436
O  -3.09  0.56  0.05  -0.604
C  2.12  0.13  0.12  0.723
O  3.04  -0.29  0.76  -0.613
N  -0.49  -1.60  0.20  -0.407
C  -1.95  0.21  0.09  0.627
C  0.72  0.26  0.02  -0.038
S  -0.57  1.35  -0.13  -0.144
O  -1.66  -1.06  0.04  -0.108

ΔE to the lowest compared entry with this formula, charge and spin (eV): 5.4692
Molar mass (g mol⁻¹): 146.10
Max |F| (eV Å⁻¹): 4.2
LUMO energy (spin up / spin down) (eV): 3.39 / 3.40
Charge: -1



No. 12
Here is an isolated ion of composition C3NS and charge +1 from the OMol25 dataset. Energies are from ωB97M-V with the def2-TZVPD basis set.

Last column: Mulliken charge in e.
Geometry (Å):
S  1.73  -0.14  -0.14  0.424
C  -1.79  -0.28  -0.32  -0.134
N  0.51  0.90  0.12  -0.102
C  -0.69  0.29  -0.06  0.698
C  0.23  -0.76  0.40  0.114

ΔE to the lowest compared entry with this formula, charge and spin (eV): 3.5171
Molar mass (g mol⁻¹): 82.11
Max |F| (eV Å⁻¹): 5.4
LUMO energy (spin up / spin down) (eV): -9.13 / -9.13
Charge: +1



Which value of charge does entry 5 give?
-1